Version w
{
  "formula": "C4H9NOS2",
  "method": "ωB97M-V/def2-TZVPD",
  "smiles": "C/C=N/O.C=C(S)S",
  "homo_ev": -9.0,
  "e_lumo_ev": 0.425,
  "gap_ev": 9.41,
  "symbols": ["C", "C", "N", "O", "H", "H", "H", "H", "H", "C", "C", "S", "S", "H", "H", "H", "H"],
  "xyz": [[-1.11471, 1.07225, -1.67709], [-1.38164, 0.80214, -0.23533], [-2.01594, -0.26201, -0.06147], [-2.21465, -0.72438, 1.24287], [-1.08416, 2.04292, -2.02989], [-1.71495, 0.46151, -2.27393], [-0.01418, 0.59051, -1.77875], [-0.99393, 1.48176, 0.58527], [-1.83415, -0.14170, 1.93044], [0.98185, -1.33817, 1.31955], [1.62177, -0.76566, 0.37083], [2.03870, -1.65440, -1.05615], [1.99424, 1.10591, 0.33815], [0.80058, -2.39755, 1.16603], [0.78112, -0.95650, 2.25251], [3.00042, -0.79725, -1.39242], [1.14961, 1.48062, 1.29938]]
}



Version x
{
  "formula": "C4H9NOS2",
  "method": "ωB97M-V/def2-TZVPD",
  "smiles": "CSSC[C@@H](N)C=O",
  "homo_ev": -9.0,
  "e_lumo_ev": 0.674,
  "gap_ev": 9.65,
  "symbols": ["C", "S", "S", "C", "C", "N", "C", "O", "H", "H", "H", "H", "H", "H", "H", "H", "H"],
  "xyz": [[1.11300, 1.85099, -1.98791], [2.23040, 1.20937, -0.60861], [1.67966, -0.62278, -0.08195], [0.48709, -0.26411, 1.37634], [-0.97961, -0.59178, 1.00791], [-1.47242, -0.19077, -0.31245], [-1.00231, -2.15312, 1.03585], [-0.56952, -2.77563, 1.96450], [0.19718, 1.26866, -2.06686], [0.88832, 2.88905, -1.69788], [1.62785, 1.86284, -2.97096], [0.45459, 0.78443, 1.62508], [1.04005, -0.69026, 2.22526], [-1.57369, -0.21987, 1.83784], [-1.01862, -0.59940, -1.11042], [-1.55631, 0.82726, -0.43163], [-1.54566, -2.58488, 0.19589]]
}



The structure with the greatest stability is version x.